# 1
ORCA calculation (the ωB97M-V functional and the def2-TZVPD basis) on C41H51N4P2Pt as an isolated structure.

```
99
Properties=species:S:1:pos:R:3
Pt -0.39477 -0.03038 0.10238
C 2.16406 -1.63985 1.06630
C 1.13854 -1.84622 2.17126
C 1.32487 -3.13106 2.90257
C 0.30382 -4.01209 3.04024
C -0.95488 -3.72525 2.47440
C -1.13083 -2.53280 1.74038
N -0.16614 -1.67504 1.56514
C -2.42154 -2.15432 1.11353
C -3.61165 -2.79604 1.37427
C -4.76658 -2.31151 0.77522
C -4.70098 -1.18564 -0.01975
C -3.47497 -0.56264 -0.21890
N -2.36712 -1.07971 0.31477
C -3.33034 0.70706 -0.97267
C -4.43049 1.36319 -1.47384
C -4.25118 2.55189 -2.16572
C -2.97375 3.01584 -2.36597
C -1.88581 2.30777 -1.85256
C -0.50905 2.78012 -2.22278
N -2.07624 1.18739 -1.12472
H 3.16599 -1.84093 1.44131
H 1.28072 -1.02740 2.89568
H 1.96705 -2.32547 0.26656
H 2.29300 -3.31247 3.35980
H 0.44504 -4.93770 3.58513
H -1.76845 -4.43079 2.57939
H -3.65545 -3.64712 2.03932
H -5.71745 -2.80153 0.94727
H -5.60153 -0.79657 -0.47113
H -5.42747 0.97025 -1.33679
H -5.10520 3.08708 -2.56439
H -2.79084 3.91598 -2.94269
H -0.38662 2.75364 -3.30706
H 0.26679 2.17156 -1.77923
H -0.37426 3.81544 -1.93216
C 1.65417 4.09627 0.31130
C 0.48295 3.80435 1.25313
C -0.74750 4.68893 1.03452
P 0.16566 1.98147 1.49633
C -1.10445 1.96674 2.84444
C -2.51931 1.99282 2.24398
C -0.95693 0.79708 3.81775
C 1.76100 1.53139 2.22877
C 2.21947 2.19741 3.37018
C 3.50060 1.99171 3.84840
C 4.34931 1.11804 3.17531
C 3.89278 0.42953 2.06549
C 2.59776 0.63284 1.59185
N 2.08156 -0.24565 0.53400
C 2.69018 -0.15073 -0.78883
C 3.81539 0.62507 -1.02118
C 4.49131 0.54145 -2.23361
C 4.06395 -0.33312 -3.21677
C 2.88575 -1.04013 -3.02367
C 2.16141 -0.92895 -1.83653
P 0.45421 -1.53272 -1.78094
C 0.37505 -3.39378 -1.78122
C 1.23809 -4.20105 -0.81730
C -1.08874 -3.85164 -1.73311
C -0.36673 -1.15823 -3.40412
C 0.00059 -2.03547 -4.61063
C -0.23506 0.31791 -3.76953
H 1.93347 5.14633 0.42163
H 1.41080 3.93471 -0.73483
H 2.53639 3.50006 0.55632
H 0.83297 4.02337 2.26450
H -1.19452 4.58473 0.04983
H -0.43420 5.73013 1.13667
H -1.52360 4.52061 1.78118
H -0.92953 2.90280 3.38129
H -2.78900 0.99788 1.88042
H -2.62926 2.69906 1.41787
H -3.24094 2.26955 3.01478
H -1.19100 -0.14960 3.32508
H -1.66693 0.92534 4.63811
H 0.03938 0.73158 4.25670
H 1.56448 2.87710 3.90623
H 3.83844 2.51167 4.73640
H 5.36231 0.95822 3.52601
H 4.55429 -0.27458 1.57155
H 4.19029 1.28929 -0.25382
H 5.37504 1.14841 -2.38921
H 4.62299 -0.44534 -4.13880
H 2.51003 -1.66710 -3.82058
H 0.76896 -3.58741 -2.77850
H 0.88521 -4.13787 0.21394
H 2.29531 -3.93466 -0.86938
H 1.16700 -5.25093 -1.11024
H -1.53480 -3.63160 -0.76150
H -1.13357 -4.93303 -1.87780
H -1.70799 -3.39676 -2.50869
H -1.41438 -1.35737 -3.16014
H 0.94795 -1.73612 -5.05757
H -0.76818 -1.86359 -5.36617
H 0.01384 -3.10749 -4.42095
H 0.80933 0.64067 -3.79325
H -0.78592 0.93450 -3.07485
H -0.65343 0.48120 -4.76479
```

Computed properties:
Highest occupied orbital energy (alpha / beta) = -0.5797 / -0.6145 Eh
Charge = +3
Multiplicity = 5

# 2
ORCA calculation (the ωB97M-V functional and the def2-TZVPD basis) on a 27-piece molecular cluster, C41H52BCl78IN3O4 overall.

```
180
Properties=species:S:1:pos:R:3
C 1.85546 -3.56681 -1.35581
C 2.69833 -2.19005 -1.33829
O 2.55672 -1.54336 -0.05118
C 2.82301 -0.16014 -0.14028
C 4.28115 0.20140 -0.39610
C 5.50162 -0.78229 -0.56454
C 6.80718 -0.30139 0.24258
O 7.71800 0.28397 -0.71744
C 4.42437 1.71783 -0.47686
N 5.68384 2.39533 -0.75417
C 5.83518 2.63538 -2.04265
C 4.67840 2.60208 -3.13335
C 7.28991 3.03649 -2.53465
C 3.16441 2.51080 -0.24589
C 3.31848 4.11548 -0.32337
B 3.70451 4.58191 1.20321
O 3.56020 3.61452 2.27488
O 4.20980 5.90333 1.42970
N 1.88383 2.09670 0.03165
N 1.82000 0.76921 0.04080
C 0.40792 0.27791 0.29647
I 0.21825 -0.75746 2.23749
C -0.21973 -0.54313 -0.92572
C 0.11721 0.26122 -2.26400
H 1.32425 -3.72349 -0.34950
H 1.00244 -3.47504 -2.11745
H 2.50042 -4.47048 -1.57914
H 2.40736 -1.51620 -2.22129
H 3.77577 -2.51696 -1.57463
H 5.81731 -0.90494 -1.65815
H 5.26707 -1.83731 -0.19642
H 6.44600 0.53629 0.94323
H 7.29109 -1.12230 0.85867
H 7.90791 1.21325 -0.47862
H 4.21872 1.56736 -3.25234
H 5.09445 2.97512 -4.13494
H 3.84609 3.34910 -2.86849
H 7.25458 3.51621 -3.57149
H 7.96079 2.12555 -2.61422
H 7.76054 3.80253 -1.84252
H 4.12571 4.44035 -1.04714
H 2.33998 4.58224 -0.69007
H 4.47201 3.36711 2.53540
H 4.96174 5.81129 2.06598
H -0.30982 1.16188 0.43349
H 0.04300 -1.64323 -0.94276
H -1.35795 -0.49398 -0.78060
H 0.99818 -0.13667 -2.85807
H 0.36901 1.35783 -2.02624
H -0.77150 0.32006 -2.98490
C 0.61063 -4.44687 5.01664
Cl 0.74894 -2.67490 5.01016
Cl -1.08989 -4.94317 4.95821
Cl 1.51709 -5.15378 3.67014
H 1.04128 -4.81942 5.95677
C -3.09922 2.97195 -3.64442
Cl -2.02946 3.64326 -2.40576
Cl -2.34334 3.08177 -5.23981
Cl -3.51472 1.29457 -3.26432
H -4.01667 3.55603 -3.65897
C -7.14876 1.95383 -4.61018
Cl -8.79999 2.36059 -5.09280
Cl -6.05461 2.08989 -5.99109
Cl -6.60958 2.99600 -3.28540
H -7.13681 0.92383 -4.26132
C -1.42805 -7.02050 -1.35501
Cl -0.67072 -6.63616 0.19914
Cl -2.79221 -5.93718 -1.66556
Cl -0.24855 -6.92674 -2.66966
H -1.80321 -8.03869 -1.30782
C -4.83466 0.75288 -9.66989
Cl -5.96918 -0.46791 -9.07750
Cl -5.68026 1.96716 -10.63766
Cl -3.98441 1.51857 -8.31951
H -4.09988 0.25941 -10.30149
C -12.40054 1.09888 -5.28382
Cl -12.28603 0.82246 -7.02783
Cl -13.84368 2.04532 -4.89761
Cl -12.41267 -0.43899 -4.40974
H -11.52629 1.66440 -4.96760
C 1.71318 2.66795 -5.79103
Cl 2.62265 4.14686 -6.12909
Cl 2.81460 1.30730 -5.52690
Cl 0.65778 2.89350 -4.39037
H 1.09202 2.44260 -6.65508
C 6.01282 5.48254 5.08610
Cl 7.07468 6.15028 6.32809
Cl 6.77713 5.58943 3.49016
Cl 5.59278 3.80525 5.46067
H 5.09674 6.06871 5.06664
C 5.34034 -6.38754 5.27258
Cl 5.38671 -6.68005 3.52769
Cl 3.94104 -5.39485 5.70032
Cl 5.31095 -7.91881 6.15839
H 6.24160 -5.84764 5.55286
C -2.67317 -8.83245 4.39114
Cl -1.38927 -9.46041 5.43565
Cl -3.44489 -7.42331 5.13224
Cl -2.03713 -8.44520 2.78810
H -3.42497 -9.60734 4.27057
C 1.78133 7.84090 -1.89800
Cl 2.05327 9.45109 -2.57365
Cl 0.11345 7.67456 -1.33512
Cl 2.16006 6.59057 -3.09544
H 2.44327 7.71079 -1.04729
C -4.07983 5.68663 0.53420
Cl -5.22825 6.61770 1.50297
Cl -4.92832 4.67538 -0.64214
Cl -2.94201 6.76038 -0.29112
H -3.51702 5.03747 1.20069
C -8.16601 5.51436 -10.91686
Cl -7.09625 6.18739 -9.67698
Cl -7.42533 5.65064 -12.51671
Cl -8.55516 3.82827 -10.55277
H -9.09107 6.08677 -10.91779
C 7.51886 5.22495 10.41420
Cl 6.34503 6.14368 11.36526
Cl 6.69569 4.21030 9.22136
Cl 8.66452 6.31439 9.61926
H 8.07424 4.57779 11.08875
C -10.04726 7.00182 -7.64050
Cl -10.49716 5.47370 -6.87238
Cl -11.10100 7.33869 -9.02083
Cl -10.11012 8.32843 -6.47080
H -9.02590 6.91427 -8.00364
C 2.32837 8.86014 2.22774
Cl 0.67294 9.27732 1.76256
Cl 3.42011 8.98526 0.84250
Cl 2.88544 9.90103 3.54432
H 2.33530 7.83073 2.57899
C 2.49554 -9.40953 9.00524
Cl 2.04103 -10.90680 9.82980
Cl 1.39402 -9.07976 7.66142
Cl 2.51073 -8.05396 10.14200
H 3.49887 -9.53079 8.60373
C -13.12419 10.54069 -7.26631
Cl -14.30117 11.46311 -6.32151
Cl -13.94275 9.52760 -8.46262
Cl -11.97124 11.62614 -8.05475
H -12.57430 9.89202 -6.58860
C 8.19163 -0.14163 -4.75688
Cl 8.46195 1.47712 -5.41889
Cl 6.50405 -0.33286 -4.25557
Cl 8.63093 -1.38108 -5.93921
H 8.82526 -0.26428 -3.88051
C 12.04134 0.01939 -5.86084
Cl 13.13638 -1.05094 -6.74444
Cl 12.40971 -0.00394 -4.12973
Cl 12.13406 1.66728 -6.49495
H 11.02593 -0.34224 -5.99830
C 2.17605 -4.50803 8.93115
Cl 1.07196 -3.54327 9.91657
Cl 1.27631 -5.51614 7.78045
Cl 3.32376 -3.46217 8.07967
H 2.73664 -5.16469 9.59316
C 0.63694 -10.84576 -1.35863
Cl -1.02343 -10.40576 -1.78593
Cl 1.65638 -10.90641 -2.80216
Cl 1.29796 -9.70725 -0.17651
H 0.62145 -11.83548 -0.90854
C -2.08995 -1.49172 7.23809
Cl -1.14125 -0.04143 6.87800
Cl -1.02684 -2.87943 7.50150
Cl -3.12505 -1.22389 8.64683
H -2.72592 -1.70534 6.38195
C 1.19421 -7.24993 13.76395
Cl 2.32028 -6.96040 15.09656
Cl 1.18988 -5.87814 12.64392
Cl 1.60618 -8.74462 12.91377
H 0.19437 -7.35597 14.17797
C -6.72681 -7.66608 2.91600
Cl -5.79011 -6.22630 2.49251
Cl -5.65396 -9.04612 3.19423
Cl -7.72838 -7.36042 4.33972
H -7.38182 -7.90548 2.08144
C -12.01542 -7.54772 4.15113
Cl -13.28205 -6.74250 3.21602
Cl -10.72436 -8.12104 3.08630
Cl -11.36561 -6.45908 5.38497
H -12.45371 -8.40825 4.65077
```

Computed properties:
Highest occupied orbital energy = -0.4283 Eh
Charge = +1

# 3
ORCA calculation (the ωB97M-V functional and the def2-TZVPD basis) on C41H52GdN6OS5 as an isolated structure.

```
106
Properties=species:S:1:pos:R:3
Gd 0.40788 -0.01151 -0.44294
C 3.79198 -0.23426 -0.47851
N 2.96342 0.74914 0.24424
C 3.19730 2.09407 -0.32590
C 2.05805 3.06218 -0.04603
N 0.88914 2.73640 -0.89078
C -0.34312 3.33299 -0.36394
C 1.14904 3.20078 -2.24821
C 1.15926 4.56613 -2.52396
C 1.46706 5.04736 -3.78552
C 1.79526 4.14074 -4.78745
C 1.79569 2.78498 -4.52217
C 1.45582 2.27509 -3.25534
S 1.43371 0.55127 -3.00709
C 3.24997 0.75972 1.66751
C 4.56419 0.64531 2.11401
C 4.87355 0.61847 3.46336
C 3.84525 0.71038 4.39317
C 2.53883 0.85233 3.96154
C 2.20445 0.88744 2.59664
S 0.52181 1.07692 2.15687
H 4.82406 0.11211 -0.61400
H 3.36302 -0.39871 -1.46398
H 3.80684 -1.17834 0.06495
H 3.30492 1.98672 -1.40532
H 4.13361 2.50593 0.07143
H 2.40690 4.08178 -0.25240
H 1.76198 3.00693 0.99981
H -0.27326 4.42356 -0.24459
H -0.55817 2.89273 0.60845
H -1.16226 3.10722 -1.04561
H 0.93107 5.27462 -1.73575
H 1.46745 6.11291 -3.97943
H 2.04845 4.50016 -5.77890
H 2.05810 2.07200 -5.29436
H 5.36871 0.56501 1.39218
H 5.90358 0.51492 3.78332
H 4.06396 0.66363 5.45415
H 1.72759 0.92270 4.67671
C 1.03136 -2.35597 2.50643
C 0.27856 -2.61320 1.23500
N -0.71582 -1.78946 0.93731
N -1.62297 -2.20892 0.05257
C -2.34178 -1.46169 -0.74266
S -2.18665 0.18557 -1.21926
S -3.66949 -2.39432 -1.53705
C -2.76471 -3.78432 -2.28897
C -2.79226 -5.11299 -1.55751
C -3.19554 -5.26731 -0.23785
C -3.18351 -6.52158 0.35999
C -2.77342 -7.63911 -0.35056
C -2.37801 -7.49668 -1.67306
C -2.38945 -6.24420 -2.26768
C 0.75778 -3.65207 0.32093
C 1.03681 -4.95733 0.71860
C 1.53323 -5.88544 -0.17984
C 1.78113 -5.49195 -1.49398
C 1.54498 -4.19282 -1.90312
C 1.03696 -3.23144 -1.01033
O 0.88538 -1.98156 -1.36121
H 1.20551 -3.30026 3.03075
H 0.48029 -1.67084 3.14580
H 2.01391 -1.92144 2.29268
H -1.74055 -3.43899 -2.44951
H -3.22872 -3.91927 -3.26720
H -3.51440 -4.40141 0.32473
H -3.49534 -6.62249 1.39332
H -2.75342 -8.61410 0.12200
H -2.06078 -8.36121 -2.24519
H -2.07935 -6.13663 -3.30264
H 0.82962 -5.25569 1.74131
H 1.71255 -6.90780 0.13020
H 2.17444 -6.21095 -2.20432
H 1.75048 -3.87819 -2.92060
C -1.66715 4.35128 5.63789
C -0.93531 5.25856 4.64903
C -0.77587 4.64331 3.25622
C -2.10361 4.34663 2.55418
N -2.59893 3.01065 2.88916
C -3.15727 2.15202 1.99713
S -3.04989 0.50794 2.24023
N -3.76647 2.67766 0.89523
C -4.68899 3.80747 0.91074
C -5.08175 4.15619 -0.52058
C -3.88689 4.65961 -1.35862
C -3.68899 3.87154 -2.65287
H -1.68503 4.79541 6.63488
H -1.16941 3.37987 5.70976
H -2.69921 4.17858 5.32614
H 0.05759 5.49247 5.04123
H -1.47423 6.20654 4.55637
H -0.19498 3.71655 3.31605
H -0.20561 5.33545 2.63227
H -1.96689 4.40703 1.47424
H -2.83886 5.10585 2.84362
H -2.04459 2.49859 3.55983
H -4.03607 1.94040 0.25864
H -4.22041 4.67297 1.37572
H -5.58055 3.55988 1.49854
H -5.86892 4.91089 -0.48954
H -5.50643 3.25946 -0.98452
H -2.97834 4.58227 -0.75822
H -4.02524 5.71737 -1.59517
H -3.43855 2.82979 -2.43796
H -2.88390 4.29636 -3.25609
H -4.60376 3.87903 -3.25171
```

Computed properties:
Highest occupied orbital energy (alpha / beta) = -0.1734 / -0.1729 Eh
Charge = -1
Multiplicity = 8

| no. | maximum force (eV/A) |
| --- | --- |
| 1 | 0.7 |
| 2 | 4.9 |
| 3 | 2.3 |